Below is 2 unconnected molecules or ions with the total composition C5H11N2O2, with properties calculated with ωB97M-V/def2-TZVPD.

Computed properties:
Net charge   +1
Max |F|   1.29 eV/Å
Gap between HOMO and LUMO (alpha / beta)   0.29648 / 0.23469 Ha
E_HOMO (alpha / beta)   -14.43 / -13.97 eV
Total energy   -12428.42267 eV
Energy above the lowest of the compared OMol25 structures with the same formula, charge and spin   3.817 eV
LUMO energy (alpha / beta)   -6.37 / -7.58 eV

The geometry in XYZ format:
```
20
Properties=species:S:1:pos:R:3:forces:R:3:nbo_charge:R:1
C -0.137 -1.087 -0.142 -1.01 0.21 -0.21 0.760
C -0.804 1.132 0.189 -0.17 0.50 0.16 -0.227
C 0.699 1.126 -0.101 -0.26 0.83 0.07 -0.267
C -2.510 -0.722 0.289 -0.82 -0.33 0.13 -0.431
C 2.291 -0.769 -0.556 0.92 -0.56 -0.26 -0.458
N -1.187 -0.240 0.062 1.26 -0.04 -0.27 -0.309
N 1.038 -0.249 -0.158 -0.63 -0.10 0.27 -0.071
O -0.133 -2.262 -0.309 0.32 -0.60 -0.08 -0.550
O 0.875 -0.734 2.009 -0.28 0.88 0.10 -0.460
H -1.013 1.499 1.202 0.04 -0.06 -0.09 0.242
H -1.368 1.761 -0.513 0.17 -0.09 0.09 0.244
H 0.939 1.608 -1.060 0.03 -0.15 0.06 0.269
H 1.271 1.652 0.672 0.06 -0.18 -0.08 0.279
H -2.537 -1.789 0.063 -0.02 0.15 -0.02 0.261
H -2.798 -0.575 1.335 0.10 0.01 -0.05 0.233
H -3.229 -0.186 -0.335 0.10 -0.06 -0.03 0.233
H 2.373 -1.807 -0.227 -0.06 0.12 -0.03 0.271
H 2.349 -0.790 -1.655 -0.10 0.10 0.09 0.274
H 3.114 -0.164 -0.176 -0.15 0.03 0.02 0.254
H 1.470 -1.445 2.263 0.50 -0.64 0.14 0.453
```
Positions in Å, forces in eV/Å.

Below is a molecular structure, C2H6NO5P, with properties calculated with ωB97M-V/def2-TZVPD.

Computed properties:
Net charge   -2
Max |F|   3.44 eV/Å
Gap between HOMO and LUMO   0.20718 Ha
E_HOMO   0.84 eV
Total energy   -23184.04388 eV
Energy above the lowest of the compared OMol25 structures with the same formula, charge and spin   0.000 eV
LUMO energy   6.48 eV

The geometry in XYZ format:
```
15
Properties=species:S:1:pos:R:3:forces:R:3:nbo_charge:R:1
C -0.311 0.285 0.297 0.46 0.36 0.49 -0.173
C 0.620 -1.313 -2.404 1.64 0.34 2.16 -0.256
N 0.637 1.008 -1.800 1.05 -0.53 -0.32 -0.296
O -2.087 0.947 3.047 0.48 -0.07 -0.41 -1.163
O 0.072 -0.387 3.342 0.70 -1.84 -0.01 -1.165
O 0.229 2.107 2.988 -0.26 0.02 -0.19 -1.153
O -0.337 1.187 -0.814 -0.71 -0.42 1.14 -0.473
O 0.116 -0.081 -2.682 -1.85 1.16 -1.10 -0.550
P -0.592 0.855 2.954 -1.15 1.90 2.31 2.389
H 0.648 -0.271 0.434 -0.42 0.72 -0.36 0.179
H -1.120 -0.500 0.199 0.46 1.14 0.66 0.164
H -0.341 1.017 1.296 -0.27 -1.45 -3.10 0.084
H 0.596 -1.471 -1.292 -0.27 -0.57 -0.78 0.151
H 1.690 -1.252 -2.606 0.62 -0.63 -0.25 0.129
H 0.178 -2.131 -2.960 -0.45 -0.13 -0.25 0.134
```
Positions in Å, forces in eV/Å.

Below is a single C4H8O3 molecule, with properties calculated with ωB97M-V/def2-TZVPD.

Computed properties:
Net charge   0
Max |F|   0.54 eV/Å
Gap between HOMO and LUMO   0.38260 Ha
E_HOMO   -9.77 eV
SMILES string   C[C@@H](O)[C@@H](O)C=O
Total energy   -10419.50147 eV
Energy above the lowest of the compared OMol25 structures with the same formula, charge and spin   1.502 eV
LUMO energy   0.64 eV

The geometry in XYZ format:
```
15
Properties=species:S:1:pos:R:3:forces:R:3:nbo_charge:R:1
C -1.005 0.802 -1.253 0.00 0.04 -0.02 -0.629
C -0.667 -0.404 -0.395 -0.16 0.24 0.10 0.084
O 0.116 -1.293 -1.169 0.07 -0.24 0.10 -0.720
C 0.092 -0.026 0.871 -0.13 0.18 -0.08 -0.032
O 0.359 -1.251 1.548 0.09 0.04 0.28 -0.717
C 1.439 0.628 0.599 0.30 0.20 0.23 0.411
O 2.001 1.294 1.439 -0.28 -0.26 -0.39 -0.513
H -1.570 0.479 -2.132 0.08 0.05 0.12 0.230
H -1.612 1.520 -0.691 0.08 -0.11 -0.08 0.215
H -0.099 1.309 -1.606 -0.11 -0.10 0.07 0.212
H -1.599 -0.897 -0.072 0.14 0.05 -0.06 0.172
H 0.383 -2.009 -0.574 -0.02 0.07 -0.18 0.484
H -0.506 0.652 1.496 0.06 -0.10 -0.07 0.183
H 0.840 -1.040 2.361 -0.07 -0.12 -0.14 0.487
H 1.915 0.397 -0.373 -0.04 0.08 0.10 0.133
```
Positions in Å, forces in eV/Å.

Below is 2 unconnected molecules or ions with the total composition C3H9NS, with properties calculated with ωB97M-V/def2-TZVPD.

Computed properties:
Net charge   0
Max |F|   2.46 eV/Å
Gap between HOMO and LUMO   0.33996 Ha
E_HOMO   -8.45 eV
SMILES string   C=N.CSC
Total energy   -15580.24155 eV
Energy above the lowest of the compared OMol25 structures with the same formula, charge and spin   2.089 eV
LUMO energy   0.81 eV

The geometry in XYZ format:
```
14
Properties=species:S:1:pos:R:3:forces:R:3:nbo_charge:R:1
C -1.875 -2.895 -1.739 -0.61 -0.04 -0.08 0.007
N -0.766 -2.402 -2.099 0.63 -2.33 -0.48 -0.648
H -2.465 -3.482 -2.450 -0.48 1.01 -0.48 0.151
H -2.369 -2.815 -0.759 0.75 -0.53 0.39 0.135
H -0.049 -2.558 -1.386 -0.28 1.91 0.67 0.355
C 0.983 1.684 -0.451 0.56 -0.18 -0.79 -0.765
S 0.662 1.733 1.310 -0.64 0.05 0.37 0.181
C 0.185 -0.009 1.533 0.77 0.10 -1.07 -0.733
H 0.472 0.864 -0.957 -0.06 -0.14 0.27 0.223
H 2.055 1.569 -0.618 -0.04 -0.13 -0.07 0.214
H 0.683 2.570 -1.004 -0.16 0.31 0.44 0.231
H 0.074 -0.255 2.582 -0.15 0.05 0.02 0.232
H -0.674 -0.260 0.911 -0.36 0.16 0.40 0.209
H 1.006 -0.576 1.088 0.06 -0.25 0.41 0.207
```
Positions in Å, forces in eV/Å.

Below is 2 unconnected molecules or ions with the total composition C32H41F6N4O10P, with properties calculated with ωB97M-V/def2-TZVPD.

Computed properties:
Net charge   +2
Max |F|   6.08 eV/Å
Gap between HOMO and LUMO   0.13259 Ha
E_HOMO   -11.28 eV
Total energy   -85846.02667 eV
LUMO energy   -7.67 eV

The geometry in XYZ format:
```
94
Properties=species:S:1:pos:R:3:forces:R:3:mulliken_charge:R:1
C 2.597 -0.312 1.804 -0.91 0.25 -0.88 -0.739
C 2.336 -1.810 1.330 1.28 -2.87 2.74 0.762
O 2.655 -2.717 2.146 -1.58 3.21 -3.25 -0.579
O 1.808 -2.179 0.033 1.14 1.81 1.96 -0.219
C 2.955 -2.661 -0.713 1.66 -1.71 0.14 -1.048
C 2.941 -2.525 -2.292 -0.53 -1.06 -0.63 -0.774
C 2.495 -1.136 -2.960 -0.20 -0.72 -0.49 1.179
C 3.044 0.031 -2.017 0.14 1.55 0.32 -0.625
C 4.641 0.002 -1.758 1.31 0.64 1.52 -0.208
C 5.255 1.497 -1.755 0.25 0.50 0.72 -0.010
F 6.496 1.822 -2.408 -3.35 -0.58 -0.42 -0.311
C 4.624 2.609 -1.059 0.82 -1.18 -0.29 0.210
F 4.942 2.741 0.324 -2.80 -0.25 -2.83 -0.219
F 3.730 3.527 -1.674 3.20 -0.89 1.94 -0.195
C 0.885 -1.131 -3.329 -0.22 0.55 1.96 0.011
C -0.142 -1.896 -2.372 -0.27 -0.53 1.34 -0.509
C -1.583 -2.254 -2.962 -1.72 -0.90 -0.22 -0.403
C -2.802 -2.109 -1.902 -0.20 1.24 0.06 0.001
F -3.733 -3.200 -1.829 2.80 1.93 0.80 -0.299
C -3.016 -0.996 -1.056 0.09 -1.49 -0.70 0.218
F -3.064 0.346 -1.454 1.07 -3.22 1.68 -0.128
F -3.201 -1.226 0.356 -0.77 1.22 -2.72 -0.254
O 0.562 0.259 -3.048 -0.55 -0.52 -2.47 0.005
C -0.365 0.855 -3.969 -0.71 2.71 -0.01 -0.250
C -0.706 2.334 -3.358 -1.50 -0.35 -0.27 0.267
C -2.272 2.683 -3.579 0.03 -0.02 0.06 -1.194
O -0.485 2.336 -1.906 0.64 0.83 -1.22 -0.521
C 0.798 -1.544 -4.863 -0.62 -0.65 -4.04 0.158
O -0.104 -1.938 -5.618 1.98 1.19 3.67 -0.595
O 2.035 -1.354 -5.537 -1.60 0.43 4.49 -0.179
C 2.988 -0.926 -4.499 2.61 -1.39 -0.97 0.304
C 4.281 -1.785 -5.002 0.42 -0.20 0.12 -0.821
O 3.860 -3.189 -5.198 -1.11 2.10 0.66 -0.130
N 5.006 -3.877 -5.520 1.55 -1.72 2.03 0.021
O 5.371 -4.485 -4.553 -0.36 0.67 -2.04 -0.238
P 3.469 0.789 -5.144 0.45 2.03 -5.71 0.811
N 3.375 0.684 -6.751 -0.18 0.27 2.87 -0.950
O 5.139 1.162 -4.850 -3.36 0.28 1.48 -0.558
O 2.437 2.079 -4.717 2.20 -1.00 1.10 -0.353
H 3.495 0.177 1.271 -1.35 -0.95 0.83 0.121
H 2.722 -0.273 2.941 0.01 -0.36 -1.83 0.330
H 1.679 0.305 1.522 1.19 -0.61 0.25 0.210
H 3.896 -2.229 -0.196 -1.28 -0.48 -1.32 0.418
H 3.026 -3.796 -0.491 -0.03 1.76 -0.47 0.370
H 3.984 -2.903 -2.617 -1.62 0.83 0.46 0.215
H 2.219 -3.329 -2.701 1.25 1.15 0.64 0.547
H 2.844 1.096 -2.417 -0.06 -1.93 0.33 0.495
H 2.564 0.048 -0.968 0.41 -0.36 -1.88 0.239
H 5.223 -0.690 -2.446 -0.58 1.20 0.79 0.170
H 4.856 -0.373 -0.684 -0.39 0.29 -1.64 0.451
H 0.261 -2.872 -1.904 -0.44 1.54 -1.00 0.202
H -0.307 -1.202 -1.462 0.52 -0.93 -1.58 0.097
H -1.908 -1.723 -3.909 0.77 -0.61 1.08 0.436
H -1.573 -3.380 -3.218 -0.30 1.82 0.26 0.463
H -1.375 0.343 -4.073 1.52 0.13 0.22 -0.012
H 0.074 1.086 -5.011 -0.51 -0.86 1.51 0.181
H -0.110 3.140 -3.901 -0.44 -1.17 0.98 0.316
H -2.927 1.754 -3.691 1.01 1.11 0.15 0.265
H -2.434 3.317 -4.516 0.21 -0.77 1.40 0.330
H -2.650 3.222 -2.632 0.66 -0.62 -1.66 0.276
H -0.021 3.175 -1.711 -0.38 -0.77 -0.10 0.323
H 5.124 -1.818 -4.238 -1.06 0.39 -0.85 0.329
H 4.682 -1.436 -6.009 -0.66 0.01 1.34 0.676
H 2.705 1.377 -7.111 0.39 -0.51 0.10 0.257
H 5.094 2.104 -4.545 0.73 -0.96 -0.29 0.324
H 3.003 2.871 -4.579 -0.69 -0.43 -0.06 0.339
C -1.218 -1.756 2.929 0.03 -0.11 -0.17 -0.907
N -2.021 -0.969 3.893 -0.09 0.13 0.21 0.057
C -2.798 0.032 3.432 -0.17 0.12 0.37 -0.327
C -3.596 0.764 4.300 0.05 0.03 -0.18 -0.713
C -3.608 0.466 5.663 0.47 -0.48 -0.50 0.740
C -2.772 -0.562 6.104 -0.01 -0.10 0.08 -0.694
C -1.986 -1.265 5.205 -0.33 0.30 0.16 -0.102
C -4.485 1.182 6.612 -0.44 0.30 0.55 0.612
C -5.421 0.486 7.380 -0.04 -0.11 0.09 -0.709
C -6.208 1.153 8.305 0.32 -0.07 -0.30 -0.096
N -6.079 2.481 8.480 0.04 -0.29 -0.18 -0.010
C -5.205 3.190 7.740 0.22 -0.35 -0.27 -0.350
C -4.402 2.562 6.800 -0.05 0.25 0.06 -0.579
C -6.888 3.177 9.504 -0.01 0.18 0.08 -0.863
H -0.574 -1.067 2.381 -0.07 -0.14 -0.03 0.368
H -1.912 -2.262 2.256 0.17 0.08 -0.04 0.299
H -0.615 -2.490 3.462 -0.06 0.14 -0.01 0.306
H -2.778 0.227 2.365 0.03 -0.14 0.07 0.583
H -4.223 1.551 3.893 0.10 -0.13 0.00 0.500
H -2.722 -0.826 7.156 0.02 0.00 -0.16 0.519
H -1.335 -2.070 5.526 -0.04 0.08 -0.15 0.434
H -5.548 -0.586 7.265 -0.01 0.15 0.05 0.506
H -6.936 0.630 8.915 0.07 0.17 -0.03 0.399
H -5.151 4.258 7.921 -0.06 -0.12 0.04 0.486
H -3.694 3.162 6.235 -0.11 -0.04 0.09 0.504
H -7.453 3.968 9.010 0.04 -0.04 0.14 0.375
H -6.201 3.588 10.245 -0.18 0.03 -0.04 0.376
H -7.570 2.474 9.980 0.12 0.06 -0.12 0.280
```
Positions in Å, forces in eV/Å.